(1)
Below is a molecular structure, C22H19F6N6O4S3SiV at a distorted geometry, with properties calculated with the ωB97M-V functional and the def2-TZVPD basis.

```
62
Properties=species:S:1:pos:R:3:mulliken_spin:R:1
F -0.37544 -5.10975 -1.28011 0.000
H 2.76626 4.44127 1.07573 0.000
V -0.12326 -0.35326 -0.10362 2.114
C 0.73600 0.65639 -5.59342 0.005
N -0.67743 2.21776 -1.93708 0.094
C 4.50337 3.18615 0.97372 -0.003
F -1.89401 -4.15383 3.17736 0.000
H 0.50414 -0.75220 -3.99916 -0.001
H 1.10492 2.24137 -6.99301 0.000
C 1.24608 1.88878 -5.97915 -0.005
N -2.26935 -2.78019 -0.36267 0.003
C -2.10932 -4.20573 1.86410 0.001
C 1.60774 0.98005 -3.35754 -0.019
H 2.54967 -0.96369 -1.76034 -0.017
C 4.25641 1.17321 -0.31740 -0.008
H 2.65184 2.82930 -3.04899 0.000
H 4.68718 0.25785 -0.70821 0.002
H 1.37654 2.94446 -0.30308 -0.005
F -3.31315 -4.71300 1.64402 0.000
F -2.28993 -4.95794 -2.28232 0.000
S -1.26466 -2.66039 -1.54439 0.033
C 2.83114 0.18298 2.95304 0.008
C 2.57019 -1.60291 0.91836 0.022
F -1.19316 -5.00005 1.31090 0.000
H 2.34064 3.62694 -5.35881 0.000
C 1.74101 0.20373 2.09202 0.021
H 4.67203 -0.80461 3.42946 0.000
H -3.66389 2.73724 2.16194 0.000
C 2.11578 2.21334 -3.76207 -0.004
Si 1.81648 0.33076 -1.60575 -0.063
H 0.59330 1.75510 3.14750 0.000
H 2.42346 -2.29580 0.10172 -0.005
C 1.93923 2.66592 -5.06184 0.002
H -4.44313 2.03955 0.78170 0.001
O 0.08787 -2.30434 -1.14290 0.015
C 5.03926 2.01138 0.46686 0.000
C 2.40522 2.67624 -0.08764 0.007
C 3.81344 -0.77230 2.77226 0.004
C -2.47091 1.60806 0.97655 0.010
S -1.98248 -2.50641 1.15376 -0.009
O -3.04229 -1.77436 1.76403 0.003
S -2.55018 0.57295 -0.44460 -0.063
N -1.43270 1.80220 1.73607 -0.001
N 1.64023 -0.66217 1.06449 -0.047
C -0.70094 1.22073 -1.23962 -0.104
H -1.51967 2.73753 -2.15573 0.000
H 0.19297 0.04603 -6.30408 0.000
C 3.18512 3.51958 0.69043 0.001
O -1.81725 -1.91606 -2.62969 0.002
N -0.35181 1.04530 1.45454 -0.020
F -0.47523 -4.39748 -3.31857 0.000
H 5.11386 3.84381 1.57941 0.000
C -1.09667 -4.39884 -2.14225 0.005
H 2.89010 0.90704 3.75400 0.000
C 2.92731 1.48405 -0.60349 -0.008
C 0.91905 0.20639 -4.29450 0.002
C 3.67194 -1.69710 1.75044 0.007
H 6.06923 1.75071 0.67732 0.000
O -0.62340 -2.08264 1.41802 0.000
N -3.59835 2.28105 1.26715 -0.008
H 4.40359 -2.47560 1.59059 0.000
C 0.62749 1.10446 2.27993 0.030
```

Calculated values
Spin multiplicity: 3
HOMO (alpha / beta) (eV): -8.038 / -7.350
Orbital gap (alpha / beta) (eV): 7.11 / 6.23
Energy above the lowest of the compared OMol25 structures with the same formula, charge and spin (kJ/mol): 33.33

---

(2)
Below is C4H2O2 in the gas phase at a distorted geometry, with properties calculated with the ωB97M-V functional and the def2-TZVPD basis.

```
8
Properties=species:S:1:pos:R:3:nbo_charge:R:1
C -2.03156 -0.32611 -0.04583 -0.362
H 1.20337 -1.03909 0.40631 0.215
H -0.31100 1.20343 0.03662 0.477
O 0.58242 0.78460 0.24302 -0.657
C -0.94435 -0.96140 -0.17330 0.051
O -4.38115 0.30733 0.06462 -0.419
C 0.31971 -0.57675 0.01370 0.048
C -3.28828 -0.06824 -0.07932 0.647
```

Calculated values
HOMO (alpha / beta) (eV): -8.157 / -8.129
Orbital gap (alpha / beta) (eV): 6.49 / 6.38
Energy above the lowest of the compared OMol25 structures with the same formula, charge and spin (kJ/mol): 203.06